This record from the OMol25 dataset describes a cluster of 2 separate species, C4H6O4 in total in a non-equilibrium geometry. The level of theory is the ωB97M-V functional and the def2-TZVPD basis.

```
! wB97M-V def2-TZVPD RIJCOSX def2/J DEFGRID3
* xyz 0 1
C -0.47 -2.82 -0.14
C 0.60 -2.01 -0.71
C 0.01 0.81 -0.20
C -0.23 2.29 -0.35
O 0.59 -2.23 0.60
O -0.12 -0.03 -1.02
O 0.56 0.44 0.96
O 0.62 3.08 0.56
H -1.42 -2.51 0.08
H -0.38 -3.89 -0.41
H -1.39 2.57 -0.21
H 0.04 2.46 -1.39
H 0.61 -0.66 0.94
H 0.97 2.51 1.28
*
```

- HOMO: -9.440 eV
- Total energy: -456.80630 a.u.
- Gap between HOMO and LUMO: 10.14 eV
- Relative energy (zero: lowest compared OMol25 entry of this formula, charge and spin): 563.46 kJ/mol